{
  "formula": "C4H6N2OS",
  "method": "wB97M-V/def2-TZVPD",
  "species": ["C", "C", "C", "C", "H", "H", "H", "H", "H", "H", "N", "N", "O", "S"],
  "xyz": [[-1.072, -0.452, 0.347], [0.052, -1.076, -0.162], [1.307, -0.582, 0.058], [1.473, 0.700, 0.878], [-3.148, -0.169, -0.131], [-2.269, -1.491, -0.996], [-1.019, 0.420, 1.140], [0.078, -1.970, -0.776], [1.983, 0.780, 1.858], [0.300, 2.503, -1.225], [-2.366, -0.878, -0.019], [1.200, 1.846, 0.285], [0.708, 1.612, -1.033], [2.773, -1.242, -0.224]],
  "fmax_ev_per_a": 4.386,
  "total_charge": 0,
  "de_lowest_kcal_mol": 112.7,
  "homo_ha": -0.30007,
  "molar_mass_g_mol": 130.17,
  "orbital_gap_ev": 7.66
}

***

{
  "formula": "C16H14Cl3GeNO4STc",
  "method": "wB97M-V/def2-TZVPD",
  "species": ["Tc", "C", "C", "C", "C", "C", "C", "C", "S", "O", "O", "N", "C", "C", "O", "O", "H", "H", "H", "H", "H", "H", "H", "H", "H", "Cl", "Ge", "Cl", "Cl", "C", "C", "C", "C", "C", "C", "C", "H", "H", "H", "H", "H"],
  "xyz": [[-1.450, 1.127, 0.904], [4.936, -1.088, -3.858], [3.924, -0.462, -2.951], [3.125, -1.248, -2.115], [2.190, -0.675, -1.278], [2.073, 0.716, -1.275], [2.862, 1.534, -2.088], [3.775, 0.929, -2.924], [0.893, 1.468, -0.295], [-0.508, 1.285, -0.903], [1.221, 2.822, 0.027], [0.536, 0.564, 1.039], [1.140, 0.979, 2.329], [0.045, 1.843, 2.929], [0.205, 3.090, 3.177], [-1.113, 1.341, 2.954], [4.846, -2.171, -3.878], [5.943, -0.833, -3.524], [4.829, -0.707, -4.874], [3.240, -2.324, -2.128], [1.569, -1.285, -0.637], [2.757, 2.610, -2.059], [4.392, 1.542, -3.568], [2.072, 1.525, 2.199], [1.299, 0.105, 2.958], [-0.665, 6.037, 2.647], [-1.331, 4.144, 3.127], [-2.468, 3.420, 1.321], [-2.478, 3.865, 4.818], [-2.464, -0.216, 0.812], [-3.253, -1.387, 0.737], [-4.585, -1.362, 1.179], [-5.328, -2.523, 1.099], [-4.756, -3.682, 0.584], [-3.435, -3.700, 0.144], [-2.669, -2.555, 0.214], [-5.019, -0.455, 1.576], [-6.355, -2.525, 1.436], [-5.347, -4.586, 0.523], [-3.005, -4.608, -0.255], [-1.642, -2.552, -0.125]],
  "multiplicity": 2,
  "fmax_ev_per_a": 0.433,
  "total_charge": 2,
  "s2": 0.77,
  "de_lowest_kcal_mol": 0.0,
  "homo_ha": [-0.55567, -0.55503],
  "molar_mass_g_mol": 593.33,
  "orbital_gap_ev": [7.16, 6.68]
}

***

{
  "formula": "Br3Mn",
  "method": "wB97M-V/def2-TZVPD",
  "species": ["Mn", "Br", "Br", "Br"],
  "xyz": [[0.439, 0.468, 0.261], [1.367, -1.977, 0.027], [-0.412, 0.609, -2.383], [-1.394, 0.900, 2.094]],
  "multiplicity": 6,
  "fmax_ev_per_a": 2.240,
  "total_charge": -1,
  "s2": 8.76,
  "de_lowest_kcal_mol": 13.2,
  "homo_ha": [-0.20090, -0.20253],
  "molar_mass_g_mol": 294.65,
  "orbital_gap_ev": [7.95, 7.74]
}

***

{
  "formula": "C6H19NO4",
  "method": "wB97M-V/def2-TZVPD",
  "species": ["C", "O", "C", "C", "C", "C", "C", "N", "H", "H", "H", "H", "H", "H", "H", "H", "H", "H", "H", "H", "H", "H", "H", "O", "H", "H", "O", "H", "H", "O"],
  "xyz": [[-1.094, -0.817, 1.741], [-2.090, -1.641, 1.108], [-1.138, 0.641, 1.259], [-0.430, 0.943, -0.053], [-0.716, 0.397, -1.377], [-1.779, -0.488, -1.623], [-2.220, -0.869, -2.951], [-0.578, 1.553, 2.284], [-1.284, -0.887, 2.811], [-0.171, -1.325, 1.464], [-2.969, -1.347, 1.350], [-2.207, 0.877, 1.356], [0.607, 0.715, 0.252], [-0.369, 2.029, -0.245], [-0.185, 0.772, -2.237], [-2.342, -0.863, -0.779], [-1.493, -0.651, -3.724], [-2.623, -1.886, -2.943], [-3.161, -0.339, -3.170], [0.313, 1.831, 1.947], [-0.448, 1.068, 3.163], [3.453, 2.246, 1.488], [3.041, 1.167, 2.560], [2.774, 1.624, 1.761], [1.487, -1.165, -1.509], [2.676, -0.587, -2.013], [1.760, -0.716, -2.323], [4.430, -1.135, -0.082], [3.210, -0.368, 0.628], [3.545, -0.780, -0.143]],
  "multiplicity": 2,
  "fmax_ev_per_a": 2.283,
  "total_charge": 1,
  "s2": 0.75,
  "de_lowest_kcal_mol": 27.9,
  "homo_ha": [-0.47273, -0.47195],
  "molar_mass_g_mol": 169.22,
  "orbital_gap_ev": [9.19, 5.34]
}

***

{
  "formula": "C36H102N20O13",
  "method": "wB97M-V/def2-TZVPD",
  "species": ["C", "C", "C", "C", "C", "C", "N", "O", "C", "C", "C", "H", "H", "H", "H", "H", "H", "H", "H", "H", "H", "H", "H", "H", "H", "H", "H", "H", "H", "H", "C", "O", "N", "N", "H", "H", "H", "H", "C", "O", "N", "N", "H", "H", "H", "H", "C", "O", "N", "N", "H", "H", "H", "H", "C", "O", "N", "N", "H", "H", "H", "H", "C", "O", "N", "N", "H", "H", "H", "H", "C", "O", "N", "N", "H", "H", "H", "H", "C", "O", "N", "N", "H", "H", "H", "H", "C", "C", "C", "O", "C", "N", "H", "H", "H", "H", "H", "H", "H", "H", "H", "H", "H", "C", "C", "C", "O", "C", "N", "H", "H", "H", "H", "H", "H", "H", "H", "H", "H", "H", "C", "C", "C", "O", "C", "N", "H", "H", "H", "H", "H", "H", "H", "H", "H", "H", "H", "C", "C", "C", "O", "C", "N", "H", "H", "H", "H", "H", "H", "H", "H", "H", "H", "H", "C", "C", "C", "O", "C", "N", "H", "H", "H", "H", "H", "H", "H", "H", "H", "H", "H"],
  "xyz": [[7.789, -0.226, -3.622], [7.272, 0.284, -2.271], [6.593, 1.625, -2.579], [5.548, 2.094, -1.556], [4.566, 0.946, -1.232], [5.298, -0.309, -0.785], [6.266, -0.662, -1.816], [6.750, -1.974, -1.655], [5.940, -0.166, 0.609], [4.246, -1.411, -0.686], [8.492, 0.542, -1.374], [8.310, 0.534, -4.206], [6.965, -0.621, -4.221], [8.505, -1.048, -3.513], [7.362, 2.405, -2.560], [6.175, 1.682, -3.587], [4.995, 2.939, -1.962], [6.058, 2.325, -0.617], [3.925, 0.776, -2.099], [3.971, 1.360, -0.413], [6.881, 0.376, 0.644], [5.295, 0.376, 1.308], [6.120, -1.180, 0.965], [4.680, -2.311, -0.249], [3.408, -1.130, -0.046], [3.849, -1.698, -1.663], [9.220, 1.076, -1.991], [8.958, -0.355, -0.969], [8.292, 1.221, -0.544], [6.547, -2.408, -2.490], [-1.569, 1.149, 5.620], [-2.562, 0.605, 5.137], [-0.526, 0.415, 6.093], [-1.455, 2.503, 5.779], [0.321, 0.811, 6.459], [-0.653, -0.580, 6.088], [-0.575, 2.866, 6.094], [-2.255, 3.072, 5.591], [1.590, -3.422, 2.198], [2.674, -2.926, 1.888], [0.449, -2.674, 2.356], [1.382, -4.763, 2.185], [-0.292, -3.072, 2.916], [0.601, -1.679, 2.270], [0.504, -5.245, 2.221], [2.172, -5.276, 1.834], [-2.322, -2.890, -0.894], [-2.904, -2.848, -1.965], [-2.342, -3.993, -0.079], [-1.634, -1.813, -0.381], [-2.847, -4.728, -0.537], [-2.053, -3.896, 0.881], [-1.755, -0.926, -0.834], [-1.291, -1.810, 0.565], [-7.417, 0.227, 3.228], [-8.265, -0.409, 3.838], [-6.068, 0.010, 3.429], [-7.676, 1.104, 2.217], [-5.837, -0.443, 4.291], [-5.373, 0.667, 3.108], [-6.867, 1.410, 1.680], [-8.608, 1.281, 1.898], [-3.125, -3.706, 3.850], [-2.288, -3.985, 2.981], [-4.048, -4.652, 4.224], [-3.334, -2.453, 4.323], [-4.271, -5.342, 3.533], [-4.669, -4.427, 4.979], [-2.668, -1.717, 4.175], [-4.119, -2.316, 4.930], [3.384, -0.141, 4.057], [3.552, 0.539, 5.062], [2.396, 0.079, 3.127], [4.127, -1.260, 3.796], [2.087, 1.024, 2.995], [2.355, -0.577, 2.363], [3.859, -1.811, 2.988], [4.978, -1.452, 4.287], [-4.895, 6.398, 2.880], [-5.697, 5.617, 2.420], [-3.941, 6.020, 3.793], [-4.848, 7.733, 2.505], [-4.058, 5.083, 4.129], [-3.277, 6.639, 4.219], [-4.186, 8.323, 2.974], [-5.720, 8.067, 2.139], [-2.406, 2.938, 2.073], [-2.086, 1.555, 1.544], [-0.636, 1.255, 1.956], [-0.090, 0.050, 1.428], [0.633, 0.225, 0.235], [-2.944, 0.547, 2.175], [-3.339, 3.344, 1.692], [-1.614, 3.638, 1.809], [-2.547, 2.909, 3.158], [-2.223, 1.506, 0.460], [-0.612, 1.097, 3.038], [0.045, 2.077, 1.694], [0.741, -0.755, -0.237], [1.633, 0.654, 0.354], [0.061, 0.813, -0.492], [-2.681, -0.394, 1.904], [-2.784, 0.593, 3.182], [1.047, -8.262, -2.055], [1.538, -6.827, -2.085], [0.598, -5.989, -1.205], [1.098, -4.732, -0.831], [1.018, -3.810, -1.898], [2.915, -6.816, -1.577], [-0.001, -8.342, -2.362], [1.121, -8.690, -1.054], [1.579, -8.905, -2.758], [1.573, -6.459, -3.111], [0.368, -6.589, -0.318], [-0.369, -5.872, -1.719], [0.007, -3.712, -2.302], [1.753, -4.053, -2.676], [1.332, -2.835, -1.520], [3.181, -5.874, -1.300], [2.965, -7.339, -0.706], [1.226, 0.664, -3.470], [2.129, -0.353, -4.156], [1.345, -1.275, -5.070], [2.288, -2.197, -5.586], [1.688, -3.283, -6.291], [3.157, 0.406, -4.900], [1.778, 1.188, -2.688], [0.368, 0.170, -2.995], [0.809, 1.395, -4.163], [2.596, -0.993, -3.398], [0.940, -0.709, -5.918], [0.577, -1.765, -4.465], [1.471, -2.927, -7.309], [0.741, -3.558, -5.824], [2.418, -4.081, -6.376], [3.553, -0.215, -5.603], [3.938, 0.552, -4.264], [-5.367, -0.013, -0.580], [-5.545, 1.484, -0.776], [-6.934, 1.873, -1.197], [-6.965, 3.289, -1.401], [-8.256, 3.850, -1.313], [-5.276, 2.120, 0.543], [-5.717, -0.588, -1.444], [-5.796, -0.494, 0.298], [-4.289, -0.204, -0.558], [-4.816, 1.890, -1.482], [-7.613, 1.686, -0.360], [-7.293, 1.398, -2.116], [-8.454, 4.210, -0.296], [-9.023, 3.088, -1.499], [-8.305, 4.661, -2.034], [-4.865, 3.034, 0.404], [-4.599, 1.612, 1.105], [-1.482, 5.142, -0.923], [-0.429, 5.075, -2.031], [0.239, 3.713, -2.092], [0.947, 3.339, -0.915], [2.180, 3.968, -0.744], [-0.941, 5.355, -3.361], [-1.969, 6.118, -0.930], [-0.986, 5.038, 0.046], [-2.237, 4.363, -1.051], [0.349, 5.806, -1.783], [0.919, 3.604, -2.939], [-0.533, 2.937, -2.161], [2.613, 4.368, -1.668], [2.937, 3.230, -0.444], [2.263, 4.718, 0.052], [-1.617, 4.663, -3.669], [-1.452, 6.228, -3.422]],
  "fmax_ev_per_a": 1.857,
  "total_charge": 0,
  "de_lowest_kcal_mol": 10.4,
  "homo_ha": -0.30209,
  "molar_mass_g_mol": 1023.34,
  "orbital_gap_ev": 8.25
}

***

Copy entry 3 word for word.
{
  "formula": "Br3Mn",
  "method": "wB97M-V/def2-TZVPD",
  "species": ["Mn", "Br", "Br", "Br"],
  "xyz": [[0.439, 0.468, 0.261], [1.367, -1.977, 0.027], [-0.412, 0.609, -2.383], [-1.394, 0.900, 2.094]],
  "multiplicity": 6,
  "fmax_ev_per_a": 2.240,
  "total_charge": -1,
  "s2": 8.76,
  "de_lowest_kcal_mol": 13.2,
  "homo_ha": [-0.20090, -0.20253],
  "molar_mass_g_mol": 294.65,
  "orbital_gap_ev": [7.95, 7.74]
}